1.
Formula: N2O2S3
Source: the Open Molecules 2025 dataset
Level of theory: ωB97M-V/def2-TZVPD

The value obtained for the max |F| is 3.80 eV Å⁻¹. For the gap between HOMO and LUMO, the calculation gives 8.2 eV. Its HOMO energy is -9.609 eV. The lowest unoccupied orbital energy is -1.41 eV.

Each line ends with the Löwdin charge.
Element x y z (Å)
1 S 1.0911 0.6088 0.9567  0.779
2 S -1.5561 -0.6996 0.3256  0.911
3 S 0.2746 -0.0403 -1.8434  0.872
4 O -1.1402 0.4763 1.1303  -0.650
5 O 1.1244 -0.8493 0.9274  -0.569
6 N 1.0841 1.2640 -0.4224  -0.515
7 N -0.8780 -0.7598 -1.0742  -0.829

=====

2.
Formula: C16H16F5PtSSi2
Source: the Open Molecules 2025 dataset
Level of theory: ωB97M-V/def2-TZVPD

The value obtained for the max |F| is 1.62 eV Å⁻¹. For the gap between HOMO and LUMO (alpha / beta), the calculation gives 5.9 / 6.0 eV. Its HOMO energy (alpha / beta) is -12.224 / -12.226 eV. As for the charge: +1. The lowest unoccupied orbital energy (alpha / beta) is -6.27 / -6.27 eV.

Each line ends with the Löwdin charge.
Element x y z (Å)
1 Pt 0.4374 0.4366 0.8572  0.636
2 S 0.5669 2.5289 0.2616  0.763
3 Si -1.9111 0.4768 0.3990  0.436
4 Si 0.2517 -1.8274 0.1319  0.498
5 F 4.3774 5.4322 -1.3681  0.164
6 F 5.5530 1.2835 0.4925  0.155
7 F 1.7690 4.8832 -0.9579  0.116
8 F 2.9584 0.7278 0.9366  0.008
9 F 6.2678 3.6338 -0.6506  0.172
10 C -1.5291 -2.2829 -0.0838  -0.315
11 C -4.2286 -2.8480 -0.4548  -0.052
12 C -3.8294 -1.5512 -0.1708  -0.074
13 C 0.9717 -2.5287 1.7144  -0.158
14 C -2.2246 1.5496 -1.0882  -0.217
15 C -1.9415 -3.5867 -0.3657  -0.078
16 C 1.2716 -2.1900 -1.3667  -0.177
17 C 3.2910 1.9047 0.3562  -0.215
18 C 4.6277 2.1637 0.1417  -0.136
19 C -3.2866 -3.8659 -0.5471  -0.055
20 C -2.6249 1.2133 1.9492  -0.192
21 C 2.6877 3.9959 -0.5958  -0.232
22 C 2.2956 2.8010 -0.0022  -0.447
23 C -2.4793 -1.2597 0.0294  -0.304
24 C 4.0237 4.2875 -0.8113  -0.128
25 C 4.9931 3.3671 -0.4445  -0.118
26 H 2.3260 -1.9515 -1.2221  0.039
27 H -1.2189 -4.3909 -0.4552  0.110
28 H -5.2771 -3.0690 -0.6042  0.115
29 H -2.4258 0.6021 2.8302  0.038
30 H -2.2608 2.2249 2.1307  0.034
31 H 0.8838 -3.6089 1.5450  0.064
32 H -3.6035 -4.8763 -0.7685  0.115
33 H 0.4127 -2.2819 2.6175  0.043
34 H -3.3041 1.5651 -1.2682  0.048
35 H 1.2023 -3.2571 -1.5993  0.049
36 H -4.5801 -0.7716 -0.1009  0.112
37 H 2.0201 -2.2764 1.8709  0.040
38 H 0.8960 -1.6410 -2.2307  0.045
39 H -1.7480 1.1423 -1.9806  0.045
40 H -3.7118 1.2654 1.8278  0.048
41 H -1.8996 2.5801 -0.9545  0.005

=====

3.
Formula: C4H11NO2
Source: the Open Molecules 2025 dataset
Level of theory: ωB97M-V/def2-TZVPD

The value obtained for the max |F| is 2.15 eV Å⁻¹. For the gap between HOMO and LUMO, the calculation gives 10.0 eV. Its HOMO energy is -9.147 eV. The lowest unoccupied orbital energy is 0.84 eV.

Each line ends with the Löwdin charge.
Element x y z (Å)
1 O 0.8773 1.6473 -2.0493  0.038
2 O 3.2623 1.5968 0.5764  -0.070
3 N -0.7618 -0.7610 -0.1418  -0.278
4 C -2.0347 -0.1032 -0.0087  -0.125
5 C 0.3526 0.1549 -0.2063  -0.200
6 C 0.5242 0.5538 -1.6869  -0.237
7 C -0.6201 -1.7670 0.9671  -0.066
8 H -2.0604 0.7972 -0.6252  0.087
9 H 1.3227 -0.2610 0.0759  0.118
10 H 0.2217 -2.3969 0.7120  0.080
11 H 0.2912 1.0739 0.3947  0.125
12 H -2.3786 0.1573 1.0066  0.087
13 H -2.8479 -0.7481 -0.3696  0.086
14 H -0.5107 -1.2749 1.9291  0.081
15 H 2.8141 2.1649 1.2150  0.038
16 H 0.3431 -0.2439 -2.4368  0.128
17 H -1.5709 -2.2918 0.9187  0.078
18 H 2.7758 1.7017 -0.2708  0.028

=====

Q: What is the max |F| in the third record?
A: 2.15 eV Å⁻¹

=====

Q: The highest max |F| belongs to which entry?
A: N2O2S3